No. 1
C12H14F2O2S | the ωB97M-V functional and the def2-TZVPD basis

The geometry in XYZ format:
```
31
C12H14F2O2S, DFT the ωB97M-V functional and the def2-TZVPD basis
C 1.09347 -2.49945 0.62469
C -0.10406 -3.53336 0.36016
S -1.79393 -2.82296 0.64498
C -2.27704 -1.75042 -0.81031
C -2.03481 -0.23351 -0.36188
C -3.05442 0.39904 0.35482
F -4.27948 -0.22412 0.68246
C -2.80448 1.89356 0.82071
O -3.73566 2.52891 1.34765
C -1.35975 2.48757 0.62800
C -0.31163 1.85275 -0.09281
C 1.07447 2.61852 -0.14803
C 2.25138 1.85082 -0.89621
C 3.00422 0.75995 0.03755
F 2.46603 0.69667 1.36446
C -0.65778 0.47774 -0.77549
O 0.01101 -0.11161 -1.64008
H 1.30350 -1.79712 -0.24005
H 2.03855 -3.13784 0.75848
H 0.94123 -1.90851 1.58260
H 0.03829 -4.01089 -0.66341
H 0.02268 -4.38021 1.12340
H -1.72985 -2.02324 -1.76977
H -3.38360 -1.97612 -1.00060
H -1.15911 3.50435 1.11009
H 1.41198 2.89049 0.91473
H 0.91402 3.62034 -0.68009
H 1.97650 1.40362 -1.89952
H 3.05885 2.64007 -1.11652
H 4.10459 1.06739 0.14907
H 2.97485 -0.28244 -0.40906
```

HOMO in eV: -8.693
F_max in eV Å⁻¹: 3.464
SMILES: CCSCC1=C(F)C(=O)C=C(CCCF)C1=O
Net charge: 0
2S+1: 1


No. 2
C12H14N2O4 | the ωB97M-V functional and the def2-TZVPD basis

The geometry in XYZ format:
```
32
C12H14N2O4, DFT the ωB97M-V functional and the def2-TZVPD basis
O 0.93996 -3.90157 2.10044
C 1.44489 -3.19057 1.01955
C 1.99497 -1.80773 1.39089
O 3.27572 -1.84655 2.00254
C 2.03001 -1.07957 0.03829
N 1.75090 0.36542 0.14820
C 0.53423 0.54215 -0.30622
N 0.13665 1.85451 -0.25365
C -1.07610 2.46900 -0.59562
C -2.21893 1.81308 -1.01441
C -3.44286 2.55908 -1.19294
C -3.46179 3.94386 -0.91849
C -2.28610 4.59612 -0.57381
C -1.09705 3.86871 -0.45060
O -0.11642 -0.51605 -0.81332
C 0.81208 -1.61493 -0.75013
C 0.38241 -2.93207 -0.02691
O 0.39710 -4.04803 -0.93113
H 1.64160 -3.98621 2.74097
H 2.29970 -3.74370 0.61335
H 1.30287 -1.25916 2.07312
H 3.58840 -0.94081 2.14929
H 2.94531 -1.31260 -0.49710
H 0.85344 2.45491 0.09511
H -2.24587 0.72329 -1.13431
H -4.33513 2.10690 -1.56184
H -4.40519 4.44950 -0.97050
H -2.31622 5.64859 -0.38060
H -0.14471 4.36012 -0.21813
H 1.12133 -1.87205 -1.76994
H -0.62895 -2.82286 0.41386
H 0.32375 -4.88078 -0.42595
```

HOMO in eV: -8.116
F_max in eV Å⁻¹: 3.874
SMILES: O[C@@H]1[C@@H](O)[C@@H]2N=C(Nc3ccccc3)O[C@@H]2[C@H]1O
Energy relative to the best compared isomer or geometry (same formula, charge and spin) in kcal per mole: 22.9
Net charge: 0
2S+1: 1


No. 3
C12H14N4O7RuS2 | the ωB97M-V functional and the def2-TZVPD basis

The geometry in XYZ format:
```
40
C12H14N4O7RuS2, DFT the ωB97M-V functional and the def2-TZVPD basis
Ru -0.17517 0.83276 0.42552
O 1.89842 -0.09579 0.10808
C 1.93490 -1.29430 0.88592
C 1.04107 -1.19431 2.10788
N -0.32210 -0.91972 1.68546
C -1.22228 -0.45601 2.74942
C -2.38793 0.26706 2.07040
O -3.51353 0.19250 2.51036
O -2.05502 0.94009 0.99488
C -0.96677 -2.05671 1.01502
C -0.68838 -2.08333 -0.47128
O -0.88577 -3.12391 -1.09928
O -0.27011 -0.98169 -0.94971
H 1.40115 -0.23390 -0.71543
H 2.95700 -1.43770 1.24837
H 1.67854 -2.16333 0.27333
H 1.37282 -0.35997 2.72728
H 1.11157 -2.11305 2.70725
H -0.69647 0.26291 3.37848
H -1.59968 -1.27006 3.37331
H -2.04744 -1.94751 1.11875
H -0.69029 -3.00650 1.48159
S -0.31163 2.68903 -0.84546
C -0.19251 3.95991 0.31446
C -0.47924 5.29186 -0.13617
N -0.71005 6.35344 -0.51430
C 0.22174 3.72054 1.59064
S 0.65703 2.10243 2.02877
C 0.41029 4.75077 2.56187
N 0.56773 5.55483 3.37090
N -0.31388 -2.17504 -3.93564
C 0.96541 -1.53486 -3.68605
C 0.76771 -0.12071 -3.16007
O 1.58581 0.46481 -2.49667
O -0.37148 0.44454 -3.55287
H -0.20724 -2.97478 -4.54322
H -0.89391 -0.28306 -3.95105
H -0.68986 -2.51191 -3.05095
H 1.50140 -1.42717 -4.63332
H 1.61816 -2.06215 -2.98650
```

HOMO (spin up / spin down) in eV: -4.729 / -5.279
F_max in eV Å⁻¹: 1.375
Energy relative to the best compared isomer or geometry (same formula, charge and spin) in kcal per mole: 0.0
Net charge: -1
2S+1: 2


No. 4
C12H14N8PtSe | the ωB97M-V functional and the def2-TZVPD basis

The geometry in XYZ format:
```
36
C12H14N8PtSe, DFT the ωB97M-V functional and the def2-TZVPD basis
Pt -0.49437 1.77510 -0.69730
N -0.43767 3.65572 -1.24948
C -1.13531 4.23568 -2.04340
N -1.84034 4.82975 -2.85982
C -1.69849 4.54224 -4.16429
N -1.57762 4.22653 -5.26477
N -0.26785 -0.16193 -0.12766
C 0.10923 -0.88714 0.71390
N 0.51040 -1.73889 1.56725
C -0.42014 -2.37053 2.54925
C 0.11989 -2.17270 3.95525
C 1.56092 -2.66528 4.06490
C 2.45897 -1.96270 3.04970
C 1.94364 -2.15932 1.63471
H -0.47129 -3.42927 2.28822
H -1.40682 -1.93173 2.41074
H -0.52889 -2.71361 4.64481
H 0.06217 -1.11350 4.22137
H 1.59334 -3.74635 3.89970
H 1.93522 -2.49189 5.07258
H 3.47559 -2.35428 3.09453
H 2.51612 -0.89327 3.27009
H 1.96906 -3.21091 1.34287
H 2.50013 -1.58015 0.90027
Se -2.76556 2.06608 0.18009
C -1.36575 2.38263 1.31808
N -0.21091 2.38673 1.52674
N -0.36246 1.19363 -4.73739
C -1.11468 0.08824 -4.41568
C -1.23806 0.08696 -3.06826
N -0.57016 1.20594 -2.58948
C -0.04638 1.85434 -3.63480
H -0.13142 1.50694 -5.67228
H -1.48879 -0.59244 -5.16009
H -1.72632 -0.61377 -2.41630
H 0.54456 2.75311 -3.60406
```

HOMO (spin up / spin down) in eV: -16.215 / -16.215
F_max in eV Å⁻¹: 0.340
Net charge: +2
2S+1: 1


No. 5
C12H14NO2 | the ωB97M-V functional and the def2-TZVPD basis

The geometry in XYZ format:
```
29
C12H14NO2, DFT the ωB97M-V functional and the def2-TZVPD basis
C -0.83593 1.29730 -1.21905
C 2.63865 -0.02737 -0.94598
C 1.25391 -0.24058 -0.88156
C 0.62228 0.97981 -1.30685
C 1.61999 1.81972 -1.67670
C 3.56257 -0.83965 -0.28706
C 3.04046 -1.95822 0.32379
C 0.79618 -1.44532 -0.34341
C 1.68059 -2.29593 0.29562
N 2.86177 1.25205 -1.43027
H 3.66584 1.46879 -1.99266
H 4.58156 -0.51839 -0.12928
H 1.49033 2.82856 -2.03144
H 3.69799 -2.64342 0.85375
H -0.24602 -1.69911 -0.45990
H -1.30969 1.43197 -2.19263
H -1.09434 2.08600 -0.51786
H 1.27192 -3.14396 0.82455
H -1.38295 0.44989 -0.79082
C -2.43286 -0.07591 2.08697
C -2.73789 -1.56653 1.91510
C -3.20007 0.84804 1.07600
O -3.26791 2.04715 1.43309
O -3.49439 0.35855 -0.03750
H -2.74923 0.27553 3.06621
H -1.40047 0.23568 1.91321
H -2.77067 -2.13668 2.84297
H -2.04779 -2.02100 1.20035
H -3.70459 -1.61940 1.41341
```

HOMO in eV: -4.050
F_max in eV Å⁻¹: 1.193
Energy relative to the best compared isomer or geometry (same formula, charge and spin) in kcal per mole: 21.8
Net charge: -1
2S+1: 1


No. 6
C12H14NO2 | the ωB97M-V functional and the def2-TZVPD basis

The geometry in XYZ format:
```
29
C12H14NO2, DFT the ωB97M-V functional and the def2-TZVPD basis
C 1.90105 3.36306 -1.38971
C -0.02574 0.22118 -0.82597
C 0.70463 1.05583 -1.71342
C 1.25397 2.09441 -0.91619
C 0.83567 1.85259 0.35874
C -0.54250 -1.01871 -1.22983
C -0.58424 -1.28617 -2.57218
C 0.12342 -0.48621 -3.50051
C 0.73361 0.64944 -3.05976
N 0.05277 0.73724 0.42170
H -0.91596 -1.63420 -0.41845
H -1.06559 -2.12995 -2.99486
H -0.22387 0.37665 1.40229
H 0.22065 -0.78880 -4.53747
H 0.75498 2.57154 1.16365
H 1.34758 1.27993 -3.71820
H 1.50499 4.22852 -0.86077
H 1.71273 3.61448 -2.44931
H 2.96843 3.40596 -1.24835
C -1.63663 -1.59650 2.50456
C -0.76129 -2.86201 2.60950
C -1.05492 -0.56733 3.46779
O -0.35860 0.36415 2.93345
O -1.20922 -0.76218 4.68178
H -1.50383 -1.25490 1.48438
H -2.62816 -1.84490 2.67151
H -0.72869 -3.38927 3.57118
H 0.23449 -2.59616 2.29137
H -1.10973 -3.59770 1.87311
```

HOMO in eV: -4.676
F_max in eV Å⁻¹: 2.516
Energy relative to the best compared isomer or geometry (same formula, charge and spin) in kcal per mole: 6.9
Net charge: -1
2S+1: 1